# 1
C29H37EuN3O as an isolated structure in a non-equilibrium geometry. Source: the OMol25 dataset; level of theory: wB97M-V/def2-TZVPD.

Summary:
LUMO energy (spin up / spin down), eV: 2.50 / 2.45
Maximum force, eV/Å: 3.873
2S+1: 7
Molecular weight, g/mol: 595.60
Gap between HOMO and LUMO (spin up / spin down), eV: 2.20 / 6.45
Energy, eV: -56510.8624
Charge: -1

Atoms and positions in Å:
Eu (0.03, -0.11, 1.09)
N (0.55, -2.87, 3.44)
N (0.49, -2.12, -0.18)
C (0.97, 2.00, 0.53)
C (2.11, 1.12, 0.87)
C (1.95, 0.67, 2.26)
C (2.85, -0.24, 3.02)
H (3.60, -0.69, 2.36)
H (2.30, -1.05, 3.54)
H (3.37, 0.37, 3.77)
C (0.71, 1.25, 2.80)
C (0.15, 1.00, 4.15)
H (0.59, 1.74, 4.83)
H (0.40, 0.00, 4.52)
H (-0.94, 1.12, 4.18)
C (0.10, 2.09, 1.73)
C (-1.15, 2.87, 1.84)
H (-1.89, 2.39, 2.49)
H (-1.62, 3.03, 0.86)
H (-0.89, 3.84, 2.26)
C (3.22, 0.74, -0.04)
H (4.07, 1.41, 0.15)
H (2.93, 0.86, -1.09)
H (3.56, -0.30, 0.11)
C (0.75, 2.70, -0.76)
H (-0.32, 2.87, -0.96)
H (1.17, 2.15, -1.61)
H (1.25, 3.67, -0.69)
C (-0.11, -3.54, 4.38)
H (0.35, -3.56, 5.38)
C (-1.33, -4.20, 4.15)
H (-1.83, -4.73, 4.96)
C (-1.87, -4.14, 2.86)
H (-2.81, -4.63, 2.63)
C (-1.19, -3.45, 1.87)
H (-1.59, -3.36, 0.86)
C (0.03, -2.83, 2.20)
C (0.84, -2.15, 1.24)
H (1.90, -2.04, 1.41)
C (0.19, -0.90, -0.79)
C (0.49, -3.08, -1.24)
H (0.69, -4.13, -1.06)
C (0.21, -2.41, -2.36)
H (0.09, -2.70, -3.37)
N (0.03, -1.06, -2.07)
C (-0.20, 0.05, -2.92)
C (0.81, 0.40, -3.82)
C (0.58, 1.49, -4.68)
H (1.37, 1.78, -5.38)
C (-0.62, 2.21, -4.65)
C (-0.85, 3.36, -5.60)
H (-1.40, 4.18, -5.11)
H (-1.46, 3.04, -6.47)
H (0.09, 3.76, -5.99)
C (-1.60, 1.83, -3.73)
H (-2.55, 2.39, -3.69)
C (-1.41, 0.75, -2.85)
C (-2.48, 0.39, -1.85)
H (-2.58, -0.69, -1.71)
H (-3.46, 0.79, -2.15)
H (-2.25, 0.82, -0.85)
C (2.12, -0.34, -3.86)
H (2.05, -1.27, -4.45)
H (2.47, -0.63, -2.86)
H (2.90, 0.28, -4.33)
C (-2.90, -0.32, 1.43)
O (-1.71, -0.72, 2.12)
H (-2.83, 0.76, 1.22)
H (-3.74, -0.53, 2.08)
H (-2.98, -0.93, 0.53)
H (-1.74, -0.43, 3.04)

***

# 2
A 2-piece molecular cluster, C26H57FO8P2 overall in a non-equilibrium geometry. Source: the OMol25 dataset; level of theory: wB97M-V/def2-TZVPD.

Summary:
LUMO energy, eV: -1.85
SMILES: COCCC[C@](OC)([C@@H](OCCCCF)OC[C@@H](C)CC(C)C)P(C)C.CCOP(=O)(OCC)OCC
Maximum force, eV/Å: 9.495
Molecular weight, g/mol: 578.68
Gap between HOMO and LUMO, eV: 5.56
Energy, eV: -65548.7207
Charge: 0

Atoms and positions in Å:
C (5.93, 1.45, 3.04)
O (5.77, 2.34, 1.87)
C (4.36, 2.33, 1.39)
C (4.09, 0.89, 0.57)
C (2.68, 0.17, 1.04)
C (2.39, -1.26, 0.23)
O (2.30, -0.89, -1.19)
C (2.36, -2.06, -2.08)
C (0.96, -1.88, 0.83)
O (1.19, -2.86, 1.94)
C (0.36, -4.07, 1.76)
C (0.08, -4.68, 3.29)
C (-0.37, -3.53, 4.36)
C (0.68, -3.36, 5.64)
F (1.70, -2.35, 5.17)
O (0.06, -0.86, 1.38)
C (-0.91, -0.36, 0.40)
C (-2.49, -0.58, 0.88)
C (-2.63, -1.47, 2.25)
C (-3.15, 0.92, 0.94)
C (-4.52, 1.06, 1.83)
C (-4.24, 1.26, 3.46)
C (-5.65, -0.11, 1.51)
P (3.86, -2.41, 0.68)
C (4.33, -2.31, 2.53)
C (3.55, -4.24, 0.23)
H (5.15, 1.72, 3.88)
H (7.05, 1.52, 3.39)
H (5.75, 0.31, 2.75)
H (3.58, 2.49, 2.26)
H (4.24, 3.27, 0.67)
H (3.93, 1.22, -0.56)
H (5.04, 0.22, 0.69)
H (1.82, 0.94, 0.71)
H (2.57, 0.05, 2.20)
H (3.49, -2.40, -2.24)
H (1.99, -1.73, -3.17)
H (1.67, -2.96, -1.77)
H (0.45, -2.47, -0.04)
H (0.96, -4.92, 1.18)
H (-0.65, -3.89, 1.20)
H (-0.77, -5.49, 3.16)
H (1.03, -5.24, 3.70)
H (-0.48, -2.45, 3.90)
H (-1.40, -3.87, 4.85)
H (1.16, -4.37, 5.98)
H (0.06, -2.82, 6.50)
H (-0.77, -0.78, -0.69)
H (-0.72, 0.81, 0.31)
H (-2.98, -1.23, 0.01)
H (-1.88, -2.39, 2.23)
H (-3.71, -1.96, 2.29)
H (-2.43, -0.88, 3.24)
H (-2.42, 1.77, 1.31)
H (-3.44, 1.21, -0.18)
H (-5.03, 2.08, 1.49)
H (-5.12, 1.93, 3.85)
H (-4.16, 0.24, 4.04)
H (-3.25, 1.92, 3.57)
H (-5.53, -0.61, 0.46)
H (-6.72, 0.41, 1.56)
H (-5.65, -0.90, 2.40)
H (5.51, -2.40, 2.71)
H (3.85, -3.21, 3.14)
H (4.01, -1.33, 3.08)
H (3.33, -4.89, 1.21)
H (2.67, -4.43, -0.52)
H (4.55, -4.65, -0.25)
C (-3.50, 2.57, -7.31)
C (-2.14, 1.96, -7.07)
O (-1.50, 2.56, -5.96)
P (-2.05, 2.18, -4.45)
O (-1.35, 0.81, -4.39)
O (-0.81, 2.94, -3.63)
C (-0.08, 2.25, -2.63)
C (1.26, 1.80, -3.19)
O (-2.84, 3.72, -4.51)
C (-2.78, 4.62, -3.42)
C (-1.78, 5.73, -3.71)
H (-4.19, 2.33, -6.49)
H (-3.94, 2.20, -8.24)
H (-3.44, 3.66, -7.37)
H (-2.21, 0.88, -6.93)
H (-1.50, 2.14, -7.95)
H (-0.65, 1.41, -2.22)
H (0.09, 2.95, -1.80)
H (1.14, 1.20, -4.09)
H (1.82, 1.22, -2.45)
H (1.86, 2.68, -3.48)
H (-2.56, 4.10, -2.48)
H (-3.78, 5.07, -3.31)
H (-0.77, 5.33, -3.90)
H (-1.72, 6.44, -2.89)
H (-2.06, 6.27, -4.62)